{
  "formula": "C3H6N2",
  "method": "ωB97M-V/def2-TZVPD",
  "symbols": ["C", "C", "C", "H", "H", "H", "H", "H", "H", "N", "N"],
  "xyz": [[-0.77, -0.62, -0.16], [0.72, -0.87, 0.03], [0.59, 1.22, -0.01], [-1.32, -0.73, -1.13], [-1.31, -1.01, 0.77], [1.29, -1.56, -0.64], [0.86, -1.31, 1.12], [0.83, 2.24, 0.05], [-1.67, 1.44, 0.15], [1.49, 0.34, -0.17], [-0.72, 0.87, -0.03]],
  "mulliken_charge": [-0.293, -0.369, -0.148, 0.265, 0.213, 0.275, 0.195, 0.427, 0.257, -0.548, -0.275],
  "homo_lumo_gap_ev": 9.238,
  "lumo_ev": 0.91,
  "smiles": "C1=NCCN1",
  "homo_energy_ha": -0.3059,
  "relative_energy_kcal_mol": 38.49,
  "e_tot_ha": -227.3635
}

***

{
  "formula": "C6H15F4N3O10S4Sn",
  "method": "ωB97M-V/def2-TZVPD",
  "symbols": ["Sn", "N", "S", "O", "O", "F", "S", "O", "O", "F", "N", "S", "O", "O", "F", "S", "O", "O", "F", "C", "O", "C", "C", "N", "C", "C", "O", "C", "H", "H", "H", "H", "H", "H", "H", "H", "H", "H", "H", "H", "H", "H", "H"],
  "xyz": [[-0.18, -0.89, 0.63], [3.47, -4.02, 1.70], [2.72, -4.22, 3.06], [1.49, -3.49, 3.26], [3.60, -4.32, 4.19], [2.25, -5.72, 2.86], [3.65, -2.35, 1.86], [4.50, -1.87, 2.91], [2.47, -1.60, 1.45], [4.57, -2.14, 0.58], [-1.80, 1.41, 1.52], [-3.35, 1.50, 2.23], [-4.01, 2.75, 2.32], [-3.48, 0.54, 3.28], [-4.06, 0.73, 1.01], [-1.25, 2.62, 2.30], [-1.13, 2.51, 3.73], [-1.59, 3.89, 1.74], [0.30, 2.48, 1.84], [2.89, 1.31, -0.19], [1.48, 1.28, -0.43], [0.95, 2.38, -1.17], [-0.27, 2.03, -2.02], [-1.31, 1.35, -1.26], [-2.39, 0.76, -2.04], [-1.99, -0.42, -2.85], [-1.67, -1.48, -1.96], [-1.40, -2.69, -2.63], [3.43, 1.43, -1.13], [3.21, 0.36, 0.24], [3.06, 2.13, 0.50], [1.69, 2.80, -1.84], [0.59, 3.14, -0.47], [-0.01, 1.40, -2.88], [-0.67, 2.95, -2.46], [-1.51, 1.60, -0.31], [-2.88, 1.53, -2.64], [-3.19, 0.46, -1.36], [-1.20, -0.17, -3.57], [-2.86, -0.68, -3.45], [-1.99, -2.80, -3.55], [-1.76, -3.52, -2.02], [-0.39, -2.94, -2.96]],
  "mulliken_charge": [1.426, -0.396, 1.086, -0.557, -0.574, -0.270, 0.966, -0.518, -0.424, -0.267, -0.148, 0.879, -0.500, -0.561, -0.266, 1.027, -0.614, -0.594, -0.262, -0.603, 0.037, -0.826, -0.773, 0.618, -0.983, -0.513, -0.125, -0.932, 0.339, -0.035, 0.310, 0.512, 0.347, 0.370, 0.304, 0.023, 0.409, 0.219, 0.420, 0.461, 0.337, 0.307, 0.342],
  "homo_lumo_gap_ev": 6.218,
  "lumo_ev": -3.57,
  "homo_energy_ha": -0.3598,
  "relative_energy_kcal_mol": 68.61,
  "e_tot_ha": -3360.5962
}